[1]
The following is a quantum chemistry calculation of a 6-piece molecular cluster, C20H52F2NO5S5 overall, from the Open Molecules 2025 dataset.

Output
Net charge: +1
DFT total energy in Ha: -3414.2623
HOMO level in Eh: -0.3859

```
85
Properties=species:S:1:pos:R:3:lowdin_charge:R:1
C 2.6694 -0.7038 2.8574 -0.102
C 2.2361 -0.5200 1.2519 -0.161
C 0.8348 -1.2407 1.0120 -0.169
F 0.4577 -1.9447 2.2967 -0.097
N -0.3598 -0.4667 0.5341 -0.086
C -0.4349 -0.0165 -0.8833 -0.122
C 0.8196 0.2750 -1.8168 -0.327
C 1.5459 1.7747 -1.6641 -0.085
C 1.9099 -0.9386 -2.0919 -0.094
C -0.9034 0.5554 1.5640 -0.060
C -0.1200 1.9506 1.7013 -0.219
C -0.8187 2.7228 3.0194 -0.050
F -0.3537 2.9411 0.5834 -0.116
H 3.7236 -0.1621 2.9896 0.104
H 1.9010 -0.2245 3.5971 0.075
H 2.8884 -1.8506 3.1027 0.106
H 2.3757 0.5909 0.9522 0.093
H 3.0777 -1.1291 0.6616 0.132
H 0.9909 -2.1393 0.2410 0.180
H -1.1376 -1.2075 0.6125 0.205
H -1.1309 -0.7788 -1.4914 0.172
H -1.0997 0.9798 -0.8698 0.153
H 0.3393 0.3947 -2.9134 0.156
H 2.3384 1.8308 -0.8155 0.069
H 0.7689 2.6589 -1.6861 0.068
H 2.1591 1.8891 -2.6840 0.101
H 2.2565 -0.9243 -3.2273 0.053
H 1.4940 -2.0115 -1.8752 0.089
H 2.8837 -0.6697 -1.4649 0.082
H -2.0060 0.7897 1.1688 0.178
H -1.0518 0.0861 2.6289 0.156
H 1.0151 1.9168 1.9802 0.147
H 0.0194 3.3561 3.5396 0.098
H -1.2542 1.9579 3.7993 0.092
H -1.6615 3.4770 2.6404 0.112
C 0.1135 -2.9241 5.1927 -0.262
S -0.1731 -1.4446 6.1938 0.791
O 1.1450 -0.7478 6.3564 -0.573
C -0.5155 -2.3272 7.7355 -0.257
H 0.3848 -2.6118 4.1815 0.006
H 0.9285 -3.5128 5.6205 0.064
H -0.8003 -3.5210 5.1532 0.033
H 0.3385 -2.9527 8.0059 0.061
H -1.4088 -2.9436 7.6130 0.043
H -0.6899 -1.5920 8.5250 0.053
C 2.3049 6.6250 -2.5829 -0.268
S 1.0460 5.4071 -3.0357 0.785
O 1.6764 4.4421 -3.9953 -0.574
C 0.0249 6.5460 -4.0018 -0.262
H 3.0789 6.1228 -1.9977 0.048
H 2.7524 7.0524 -3.4833 0.059
H 1.8501 7.4132 -1.9791 0.054
H 0.6135 6.9783 -4.8144 0.062
H -0.3555 7.3369 -3.3516 0.061
H -0.8159 5.9880 -4.4212 0.016
C -2.5896 -7.4300 4.8208 -0.269
S -2.6205 -6.6061 6.4312 0.826
O -2.4694 -5.1340 6.1877 -0.577
C -1.0181 -7.2322 6.9908 -0.267
H -3.4906 -7.1495 4.2701 0.051
H -1.7083 -7.1155 4.2569 0.056
H -2.5768 -8.5126 4.9646 0.056
H -0.2340 -6.9298 6.2926 0.055
H -1.0565 -8.3212 7.0637 0.056
H -0.8062 -6.8117 7.9770 0.052
C -4.8012 3.8951 -5.3555 -0.265
S -4.1651 4.6710 -3.8500 0.832
O -3.0196 5.5539 -4.2471 -0.560
C -3.4669 3.1593 -3.1429 -0.279
H -5.2550 4.6686 -5.9795 0.055
H -3.9849 3.4200 -5.9047 0.059
H -5.5584 3.1534 -5.0922 0.054
H -2.7331 2.7298 -3.8290 0.056
H -4.2676 2.4415 -2.9518 0.051
H -2.9759 3.4117 -2.1998 0.042
C 2.2878 -3.1429 -7.0319 -0.262
S 2.3566 -1.9493 -5.6739 0.803
O 1.1151 -2.1293 -4.8520 -0.579
C 2.1186 -0.4817 -6.7046 -0.258
H 2.3786 -4.1486 -6.6149 0.053
H 1.3350 -3.0545 -7.5592 0.061
H 3.1162 -2.9612 -7.7201 0.057
H 1.1762 -0.5580 -7.2521 0.061
H 2.9525 -0.3869 -7.4035 0.058
H 2.0899 0.3972 -6.0557 0.049
```

[2]
The following is a quantum chemistry calculation of C20H53CuNO8S8 as an isolated structure, from the Open Molecules 2025 dataset.

Output
Net charge: +1
DFT total energy in Ha: -6276.0371
HOMO level in Eh: -0.3652

```
91
Properties=species:S:1:pos:R:3:lowdin_charge:R:1
Cu -0.0257 0.5399 -1.2846 0.120
C 0.9768 -4.6022 3.5986 -0.263
S 0.5189 -3.4124 2.3011 0.813
O 1.0718 -3.9519 1.0226 -0.568
C -1.1983 -3.8971 2.3102 -0.259
H 2.0588 -4.5126 3.8454 0.056
H 0.7732 -5.6033 3.2109 0.054
H 0.3563 -4.3692 4.5466 0.088
H -1.6810 -3.4172 1.4773 0.055
H -1.5979 -3.6076 3.2651 0.032
H -1.2306 -4.9537 2.1313 0.056
C -4.3906 -3.2325 -4.6467 -0.283
S -4.2832 -2.3655 -3.1050 0.825
O -3.0820 -1.4543 -3.1179 -0.571
C -5.7348 -1.3705 -3.4076 -0.264
H -4.1241 -2.4883 -5.4384 0.081
H -5.4570 -3.4712 -4.7473 0.048
H -3.9153 -4.1940 -4.7686 0.048
H -6.5935 -2.0945 -3.4016 0.075
H -5.6091 -0.7827 -4.3157 0.065
H -5.7162 -0.7484 -2.4851 0.059
C 5.4515 -2.9698 -0.3166 -0.256
S 5.4794 -1.2030 0.1825 0.794
O 4.2904 -0.5523 -0.3549 -0.571
C 5.2101 -1.3965 2.0181 -0.225
H 5.1641 -3.0282 -1.3703 0.045
H 4.6945 -3.5685 0.2792 0.070
H 6.4817 -3.3157 -0.1326 0.049
H 6.1135 -1.9490 2.3730 0.066
H 4.2890 -1.9980 2.0633 0.043
H 5.0922 -0.3249 2.2583 0.038
C -2.2654 2.7331 -0.0726 -0.231
S -2.2082 1.1567 -0.9553 0.798
O -3.2824 0.3302 -0.3326 -0.545
C -3.0073 1.7658 -2.5086 -0.190
H -1.6038 3.3110 -0.7148 0.045
H -1.7449 2.4572 0.9144 0.027
H -3.3172 3.1230 0.0996 0.099
H -3.9957 2.2044 -2.2977 0.071
H -3.2179 0.8434 -3.0620 0.018
H -2.3421 2.3786 -3.1142 0.051
C 2.8366 2.6594 0.3797 -0.269
S 1.3722 1.9698 0.9896 0.888
O 1.3600 0.6366 0.1896 -0.563
C 1.8860 1.4936 2.6461 -0.202
H 3.3869 3.3082 1.0970 0.078
H 2.6470 3.2618 -0.4823 0.038
H 3.5516 1.8532 0.1568 0.051
H 1.1040 0.8112 3.0348 0.057
H 1.7893 2.4232 3.2493 0.070
H 2.8577 1.0723 2.5525 0.033
C 0.9061 1.8005 -5.0490 -0.227
S 1.6175 2.7520 -3.6254 0.906
O 0.5583 2.5463 -2.5270 -0.607
C 2.9031 1.5315 -3.2202 -0.248
H 0.4577 0.8586 -4.7114 0.049
H 1.6539 1.5725 -5.8458 0.072
H 0.1111 2.3964 -5.4403 0.032
H 3.6271 1.5670 -4.1003 0.082
H 2.4645 0.5732 -3.0881 0.027
H 3.5097 1.8285 -2.3298 0.053
C 1.5992 -2.7922 -1.4297 -0.239
S -0.0027 -2.2361 -2.0280 0.905
O 0.2320 -0.8605 -2.6579 -0.570
C -0.3739 -3.3501 -3.3717 -0.236
H 1.7939 -2.3219 -0.4867 0.023
H 2.3226 -2.6096 -2.2048 0.063
H 1.2991 -3.8423 -1.2389 0.053
H 0.4267 -3.6243 -4.1185 0.096
H -1.1408 -2.8145 -3.8202 -0.013
H -0.7979 -4.2712 -2.9874 0.062
C -3.9447 0.5658 2.4839 -0.275
S -2.2200 0.2800 2.5485 0.795
O -1.6991 1.6570 2.8799 -0.560
C -2.2463 -0.7469 4.0484 -0.252
H -4.1859 1.0549 1.5389 0.027
H -4.0774 1.2575 3.3050 0.056
H -4.5612 -0.3837 2.6080 0.097
H -2.6244 -1.7035 3.7849 0.012
H -2.8804 -0.2870 4.8655 0.087
H -1.1548 -0.7570 4.2959 0.056
N 1.6525 5.8899 4.1139 -0.003
C 1.5456 5.6438 2.7974 -0.163
C 0.2508 5.2211 2.5399 -0.102
C -0.4519 5.2118 3.8019 -0.081
C 0.4609 5.6598 4.7438 -0.132
H 2.5010 5.9891 4.6140 0.138
H 2.3625 5.7992 2.1449 0.096
H -0.0253 4.8308 1.5873 0.068
H -1.4962 4.9515 3.9952 0.098
H 0.4373 5.6647 5.8239 0.108
```